The following is a DFT calculation (wB97M-V/def2-TZVPD) of one molecule with the formula C8H7NO2S at a distorted geometry.

Cartesian coordinates (Å):
O 0.44178 -2.72164 1.10087
C -0.44499 -1.93864 0.94203
C -0.46026 -0.62237 0.35085
C 0.87377 0.02315 0.07924
C 1.50515 1.19917 0.34293
C 2.83448 1.03685 -0.19626
C 2.88044 -0.20608 -0.72184
O 1.71679 -0.78921 -0.61959
N -1.21059 0.37769 1.05359
C -2.23986 0.80986 0.49581
C -2.70097 0.29066 -0.82972
S -1.40939 -0.91970 -1.29073
H -1.38870 -2.33147 0.96051
H 1.26780 2.04666 1.06248
H 3.70574 1.69264 -0.14126
H 3.74935 -0.75279 -1.07438
H -2.73333 1.67295 0.89279
H -3.64494 -0.04972 -1.01067
H -2.74228 1.18199 -1.39665

Strongest force on any atom, eV Å⁻¹: 4.04
ΔE to the lowest compared entry with this formula, charge and spin, eV: 1.1846
Gap between HOMO and LUMO, Ha: 0.335
Total energy, Ha: -912.37774
HOMO, eV: -8.62